Entry 1:
# C30H32BrN4O3Ru

A structure of composition C30H32BrN4O3Ru (ωB97M-V/def2-TZVPD, the Open Molecules 2025 dataset).

Calculated values
Spin multiplicity: 2
Orbital gap (alpha / beta): 4.68 / 6.19 eV

Positions of all 71 atoms, in Å:
Ru  -1.6496  -1.1401  0.3130
C  1.5874  4.1761  3.9066
C  0.9900  3.2326  2.8953
C  0.9969  3.5385  1.5402
C  0.4530  2.6873  0.5508
C  0.5391  3.0552  -0.7999
N  0.0943  2.3189  -1.8628
C  0.5955  2.5258  -3.1962
C  1.5508  1.4153  -3.6611
C  2.9191  1.4236  -2.9709
N  2.8026  1.2388  -1.5223
C  2.4249  0.1591  -0.8939
C  2.2872  -1.1695  -1.3536
C  3.0242  -1.8053  -2.3807
C  2.8391  -3.1261  -2.6887
C  3.6647  -3.8267  -3.7332
C  1.8657  -3.8462  -1.9566
C  1.0930  -3.2825  -0.9796
C  0.1347  -4.0373  -0.1766
N  -0.8113  -3.4365  0.4026
C  -1.6185  -4.1293  1.3868
C  -1.3065  -3.5361  2.7633
C  -1.8519  -2.1350  3.0393
N  -1.2481  -1.0484  2.2601
C  -0.7305  -0.0575  2.8944
C  -0.1573  1.1394  2.3503
C  0.4207  2.0374  3.2841
C  -0.1838  1.4504  0.9778
O  -0.7371  0.7164  0.0708
C  1.2789  -1.8996  -0.6218
O  0.5911  -1.3150  0.2565
H  1.9249  5.0968  3.4309
H  2.4450  3.7293  4.4137
H  0.8598  4.4459  4.6739
H  1.4379  4.4760  1.2131
H  1.0210  3.9961  -1.0483
H  -0.4618  1.5052  -1.6276
H  1.1197  3.4863  -3.2100
H  -0.2253  2.6100  -3.9133
H  1.7249  1.5036  -4.7360
H  1.0782  0.4439  -3.4910
H  3.4185  2.3806  -3.1261
H  3.5594  0.6559  -3.3914
H  2.7015  2.0898  -0.9811
H  2.0897  0.3361  0.1251
H  3.8004  -1.2599  -2.9033
H  4.1963  -3.1109  -4.3597
H  3.0409  -4.4418  -4.3833
H  4.4082  -4.4856  -3.2787
H  1.7240  -4.8993  -2.1855
H  0.2873  -5.1176  -0.0547
H  -1.4092  -5.2055  1.3869
H  -2.6660  -3.9562  1.1339
H  -0.2241  -3.5481  2.9206
H  -1.7472  -4.1885  3.5218
H  -1.7110  -1.9146  4.1015
H  -2.9244  -2.1212  2.8253
H  -0.7200  -0.1227  3.9840
H  0.3969  1.7676  4.3349
Br  -6.4602  3.6277  0.4466
C  -5.1237  2.2746  0.4382
C  -4.5416  1.8986  -0.7646
C  -3.5665  0.9153  -0.7614
C  -3.1519  0.2895  0.4166
C  -3.7601  0.6900  1.5975
C  -4.7447  1.6780  1.6221
H  -4.8504  2.3708  -1.6879
H  -3.1258  0.6269  -1.7101
H  -3.4851  0.2381  2.5448
H  -5.2043  1.9743  2.5558
O  -2.9898  -2.0587  -0.1671

Atomic forces in eV per Å
Ru 0.1 0.0 -0.8
C 0.0 0.0 0.0
C 0.0 0.0 0.0
C 0.0 0.0 0.0
C -0.1 0.0 0.1
C 0.1 -0.1 0.0
N -0.2 0.3 0.0
C 0.1 -0.1 0.0
C 0.1 0.0 0.1
C -0.2 0.1 0.0
N 0.3 -0.1 0.0
C -0.2 -0.1 -0.1
C 0.0 0.0 0.1
C 0.0 0.0 -0.1
C 0.0 0.1 0.0
C 0.0 0.0 0.0
C 0.0 -0.1 0.0
C 0.1 0.0 0.0
C 0.0 -0.1 -0.2
N 0.0 -0.3 0.5
C 0.1 0.1 -0.1
C 0.0 0.0 0.0
C 0.0 0.0 0.0
N -0.1 0.2 0.4
C 0.0 -0.1 -0.1
C 0.0 0.0 0.0
C 0.0 0.0 0.0
C -0.1 0.1 0.0
O 0.2 0.2 0.0
C -0.1 0.3 -0.1
O 0.4 -0.2 0.3
H 0.0 0.0 0.0
H 0.0 0.0 0.0
H 0.0 0.0 0.0
H 0.0 0.0 0.0
H 0.0 0.0 0.0
H 0.1 0.0 0.0
H 0.0 0.0 0.0
H 0.0 -0.1 0.0
H 0.0 0.0 0.0
H 0.0 0.0 0.0
H 0.0 0.0 0.0
H 0.0 0.0 0.0
H 0.0 0.0 0.0
H 0.0 0.0 0.0
H 0.0 0.0 0.0
H 0.0 0.0 0.0
H 0.0 0.0 0.0
H 0.0 0.0 0.0
H 0.0 0.0 0.0
H 0.0 0.0 0.0
H 0.0 0.0 0.0
H 0.0 -0.1 0.0
H 0.0 0.0 0.0
H 0.0 0.0 0.0
H 0.0 0.0 0.0
H 0.0 0.0 0.0
H 0.0 0.0 0.0
H 0.0 0.0 0.0
Br 0.0 0.0 0.0
C 0.0 0.0 -0.1
C 0.0 0.0 0.1
C 0.0 -0.1 0.0
C -0.1 0.1 0.1
C 0.0 0.0 0.1
C 0.0 0.0 0.0
H 0.0 0.0 0.0
H 0.0 0.0 0.0
H 0.0 0.0 0.0
H 0.0 0.0 0.0
O -0.4 -0.1 -0.1



Entry 2:
# C30H32CrF10N4P2

A structure of composition C30H32CrF10N4P2 in a non-equilibrium geometry (ωB97M-V/def2-TZVPD, the Open Molecules 2025 dataset).

Calculated values
Spin multiplicity: 5
Orbital gap (alpha / beta): 6.19 / 5.97 eV

Positions of all 79 atoms, in Å:
Cr  -0.5629  -0.1254  0.3974
C  -2.5702  2.7155  1.6151
N  -1.5210  1.7712  1.9590
C  -0.2686  2.4910  2.1207
C  0.9111  1.6058  2.5100
N  0.9621  0.3615  1.7660
C  2.1007  -0.3230  1.8416
C  2.2859  -1.5073  1.0744
F  1.2314  -1.9521  0.3137
C  3.4485  -2.2432  1.0048
F  3.4942  -3.3188  0.2027
C  4.5687  -1.8568  1.7306
F  5.7275  -2.5307  1.6431
C  4.4399  -0.7407  2.5495
F  5.4878  -0.3410  3.2840
C  3.2646  -0.0187  2.6189
F  3.2829  1.0139  3.4998
C  -1.9345  0.9858  3.1148
C  -2.6088  -0.2784  2.5881
N  -1.6816  -1.0489  1.7817
C  -1.2679  -2.2097  2.3227
C  -1.1173  -2.5310  3.7008
F  -1.2076  -1.5595  4.6409
C  -0.8067  -3.8051  4.1454
F  -0.6935  -4.0324  5.4627
C  -0.6056  -4.8512  3.2503
F  -0.3453  -6.0938  3.6868
C  -0.6860  -4.5727  1.8872
F  -0.5035  -5.5492  0.9877
C  -1.0057  -3.3025  1.4670
F  -1.1546  -3.0541  0.1380
H  -2.8332  3.3585  2.4683
H  -3.4606  2.1761  1.2988
H  -2.2350  3.3497  0.8000
H  -0.3570  3.2904  2.8756
H  -0.0605  2.9599  1.1541
H  0.8830  1.3924  3.5882
H  1.8112  2.2042  2.3188
H  -2.6117  1.5454  3.7765
H  -1.0723  0.6805  3.7021
H  -3.4506  0.0013  1.9420
H  -3.0190  -0.8622  3.4186
C  -2.8871  4.0112  -1.6446
P  -1.7876  2.5148  -1.5848
C  -0.5079  3.1458  -2.7627
C  -2.7991  1.4705  -2.7450
C  -2.0876  0.1655  -3.0446
P  -1.7547  -0.8985  -1.5559
C  -0.8639  -2.2141  -2.5018
C  -3.4328  -1.6152  -1.3308
H  -3.1241  4.2829  -2.6714
H  -2.3807  4.8462  -1.1644
H  -3.8107  3.8128  -1.1067
H  -0.9593  3.6823  -3.5945
H  0.0924  2.3218  -3.1351
H  0.1421  3.8214  -2.2120
H  -2.9962  2.0252  -3.6683
H  -3.7571  1.2753  -2.2575
H  -1.1184  0.3785  -3.5033
H  -2.6663  -0.4347  -3.7567
H  -1.5737  -2.9584  -2.8560
H  -0.1253  -2.7044  -1.8760
H  -0.3465  -1.7621  -3.3470
H  -3.7839  -2.0707  -2.2557
H  -4.1140  -0.8200  -1.0314
H  -3.4041  -2.3590  -0.5420
N  0.6758  0.4850  -0.8618
C  1.6336  0.5640  -1.5323
C  2.7195  0.5771  -2.4048
C  3.5881  -0.5284  -2.4454
C  4.6223  -0.5639  -3.3533
C  4.8216  0.4882  -4.2372
C  3.9835  1.5935  -4.1895
C  2.9471  1.6506  -3.2832
H  3.4289  -1.3488  -1.7637
H  5.2781  -1.4212  -3.3757
H  5.6320  0.4525  -4.9487
H  4.1434  2.4195  -4.8664
H  2.3113  2.5216  -3.2398

Atomic forces in eV per Å
Cr -1.3 0.2 2.2
C 0.0 0.0 0.0
N 0.0 0.3 -0.1
C 0.3 -0.2 0.1
C -0.1 0.1 0.1
N -0.4 0.1 0.0
C 0.8 -0.4 0.1
C -0.2 0.1 -0.1
F 0.4 0.1 0.2
C 0.2 0.1 0.1
F 0.1 0.1 0.0
C -0.2 0.1 0.0
F -0.1 0.0 0.0
C 0.1 -0.2 -0.2
F -0.1 -0.1 -0.1
C -0.1 0.0 -0.1
F 0.0 -0.2 -0.1
C -0.3 -0.5 0.1
C 0.1 0.2 0.1
N -0.5 -0.1 0.2
C 0.1 -1.2 0.5
C 0.1 0.2 -0.5
F 0.0 -0.2 -0.1
C 0.0 -0.3 -0.1
F 0.0 0.0 -0.2
C 0.0 0.3 -0.1
F 0.0 0.2 -0.1
C 0.0 -0.1 0.2
F 0.0 0.0 0.1
C -0.1 0.4 0.1
F 0.1 -0.7 0.3
H 0.0 0.0 0.0
H -0.2 0.0 0.0
H -0.1 0.0 0.1
H 0.0 0.0 -0.1
H 0.0 0.1 0.0
H 0.0 0.2 -0.1
H -0.2 0.0 0.2
H 0.1 0.1 0.0
H 0.0 0.0 0.0
H -0.1 0.1 0.1
H 0.0 0.1 -0.1
C 0.3 -0.3 0.2
P -0.4 0.4 -0.7
C -0.2 -0.2 0.2
C 0.2 0.2 0.2
C 0.0 0.0 0.2
P -0.9 -0.6 -1.3
C 0.1 0.1 0.4
C 0.3 0.2 0.1
H 0.0 0.0 -0.1
H 0.0 0.1 0.1
H -0.1 0.0 0.1
H 0.0 0.0 -0.1
H 0.1 -0.1 -0.1
H 0.1 0.1 0.0
H -0.1 0.0 0.1
H -0.1 0.1 0.0
H 0.0 -0.1 0.0
H 0.2 0.0 0.1
H 0.0 0.0 -0.1
H 0.0 -0.1 0.0
H 0.0 0.0 -0.1
H 0.0 0.0 -0.1
H -0.1 0.0 0.0
H 0.0 0.0 0.1
N 4.0 1.0 -3.3
C -3.1 -0.1 2.0
C 1.7 0.0 -1.3
C -0.5 0.2 0.3
C 0.2 0.0 -0.2
C -0.1 0.0 0.2
C 0.2 0.0 -0.2
C -0.3 -0.2 0.4
H 0.0 -0.1 0.1
H 0.0 -0.1 0.0
H 0.1 0.0 -0.1
H 0.0 0.1 0.0
H -0.1 0.0 0.0



Entry 3:
# C30H32CrN8

A structure of composition C30H32CrN8 in a non-equilibrium geometry (ωB97M-V/def2-TZVPD, the Open Molecules 2025 dataset).

Calculated values
Net charge: +3
Spin multiplicity: 2
Orbital gap (alpha / beta): 5.69 / 5.99 eV

Positions of all 71 atoms, in Å:
Cr  -0.6820  0.5736  -0.0992
C  3.7316  1.1582  -3.4133
C  2.3470  1.1686  -3.5230
C  1.5718  1.1194  -2.3753
C  2.1908  1.0578  -1.1299
C  3.5788  1.0456  -1.0117
C  4.3434  1.0974  -2.1622
N  1.3241  0.9737  0.0050
N  1.8469  1.0306  1.1318
C  0.9016  0.9073  2.1981
C  1.3646  0.9468  3.4912
C  0.4382  0.8435  4.5255
C  -0.9049  0.7179  4.2198
C  -1.2923  0.6735  2.8872
N  -0.4028  0.7600  1.8911
H  4.3403  1.1920  -4.3071
H  1.8766  1.2118  -4.4957
H  0.4870  1.1322  -2.4663
H  4.0410  0.9770  -0.0369
H  5.4221  1.0808  -2.0894
H  2.4262  1.0503  3.6696
H  0.7670  0.8602  5.5563
H  -1.6535  0.6475  4.9967
H  -2.3296  0.5550  2.6023
C  -2.7318  0.6578  -0.3542
C  -2.4775  0.7750  -1.7942
C  -1.9534  -0.3193  -2.4947
C  -1.6566  -0.2292  -3.8577
C  -1.8764  0.9518  -4.5348
C  -2.4007  2.0589  -3.8533
C  -2.6934  1.9745  -2.5091
H  -3.0079  -0.3444  -0.0205
H  -3.3562  1.4176  0.1082
H  -1.8525  -1.2681  -1.9909
H  -1.2916  -1.0991  -4.3885
H  -1.6895  1.0118  -5.5987
H  -2.6047  2.9738  -4.3941
H  -3.1797  2.8090  -2.0118
N  0.7993  6.2531  -0.0955
C  -0.2953  5.2240  -0.2796
C  0.2393  3.7995  -0.1333
N  -0.8305  2.8078  -0.3026
H  0.4211  7.2045  -0.1644
H  1.5306  6.1698  -0.8085
H  1.2527  6.1777  0.8200
H  -0.7178  5.3905  -1.2694
H  -1.0610  5.4440  0.4631
H  0.6956  3.6626  0.8502
H  1.0057  3.6020  -0.8869
H  -1.2486  2.8765  -1.2323
H  -1.5918  2.9784  0.3515
N  -0.4430  -8.9965  4.6162
C  -0.3789  -8.0682  3.9452
C  -0.3039  -6.9017  3.0999
C  -0.4383  -7.0310  1.7207
C  -0.3894  -5.9073  0.9127
C  -0.1924  -4.6696  1.4982
C  -0.0460  -4.5247  2.8669
C  -0.1086  -5.6480  3.6723
N  -0.1250  -3.4992  0.6523
C  0.4111  -3.4420  -0.6157
C  0.2872  -2.1601  -1.0295
N  -0.3271  -1.4198  -0.0243
C  -0.5444  -2.2732  0.9730
H  -0.5876  -8.0088  1.2844
H  -0.5342  -6.0061  -0.1548
H  0.1416  -3.5551  3.3101
H  0.0097  -5.5603  4.7432
H  0.8416  -4.3028  -1.0962
H  0.5997  -1.7220  -1.9619
H  -1.0334  -2.0446  1.9047

Atomic forces in eV per Å
Cr -1.1 -1.0 0.0
C 0.0 0.0 0.0
C 0.0 0.0 0.1
C -0.1 0.0 -0.2
C -0.2 0.0 0.3
C 0.1 0.0 0.0
C 0.0 0.0 0.0
N 0.7 0.3 -0.5
N -0.4 -0.1 0.6
C 0.1 0.0 -0.4
C 0.1 0.0 0.3
C 0.2 0.0 0.0
C -0.1 0.0 -0.1
C 0.2 0.0 0.0
N 0.1 0.1 0.1
H 0.0 0.0 0.0
H 0.0 0.0 0.0
H 0.0 0.0 0.1
H 0.0 0.0 0.0
H 0.0 0.0 0.0
H 0.0 0.0 0.0
H 0.0 0.0 0.0
H 0.0 0.0 0.0
H 0.0 0.0 0.0
C 0.2 0.6 -0.3
C -0.2 -0.1 0.1
C 0.1 0.0 -0.2
C 0.0 0.0 0.1
C 0.0 0.1 0.0
C 0.1 0.0 0.0
C -0.1 0.0 -0.1
H 0.2 -0.1 0.1
H 0.0 0.0 -0.1
H -0.1 -0.1 0.0
H 0.0 0.0 0.0
H 0.0 0.0 0.0
H 0.0 0.0 0.0
H 0.0 0.0 0.0
N 0.0 0.0 0.0
C 0.0 0.0 0.0
C 0.1 -0.1 0.0
N -0.2 0.0 0.1
H 0.0 0.0 0.0
H 0.0 0.0 0.0
H 0.0 0.0 0.0
H 0.0 0.0 0.0
H 0.0 0.0 0.0
H 0.0 0.0 0.0
H 0.0 0.0 0.0
H 0.2 0.1 0.1
H 0.1 0.2 0.1
N 0.0 0.0 0.0
C 0.0 0.1 -0.2
C 0.0 -0.1 0.1
C 0.0 0.0 0.0
C -0.1 -0.1 0.0
C 0.0 0.2 -0.2
C 0.0 0.0 0.1
C 0.0 0.0 0.0
N 0.0 -0.1 0.2
C 0.0 0.0 0.0
C -0.1 0.0 0.1
N 0.4 0.1 -0.2
C -0.1 0.0 0.0
H 0.0 0.0 0.0
H 0.0 0.0 0.0
H 0.0 0.0 0.0
H 0.0 0.0 0.0
H 0.0 0.0 0.0
H 0.0 0.0 0.0
H 0.0 0.0 0.0